# 1
# C3H6N2O2

One molecule with the formula C3H6N2O2 (ωB97M-V with the def2-TZVPD basis set, the OMol25 dataset).

The geometry in XYZ format:
```
13
Properties=species:S:1:pos:R:3:lowdin_charge:R:1
C 0.09 -2.48 -2.26 -0.0095
N 0.51 -1.83 -1.21 -0.0486
O -0.11 -0.65 -0.97 -0.1386
C 0.42 -0.11 0.22 -0.2786
O -0.06 1.22 0.27 -0.1485
N 0.12 1.60 1.72 0.0029
C -0.65 2.64 2.03 -0.0133
H 0.81 -3.26 -2.67 0.0851
H -0.69 -2.19 -2.92 0.0582
H -0.08 -0.69 1.12 0.1476
H 1.56 -0.30 0.16 0.1421
H -1.22 3.11 1.25 0.0526
H -0.70 2.94 3.26 0.1486
```

## Properties
Total charge = 0
Lowest unoccupied orbital energy = 0.838 eV
Structure (SMILES) = C=NOCON=C
Energy = -10277.6725 eV
Frontier orbital gap = 0.3835 Ha
Energy above the lowest of the compared OMol25 structures with the same formula, charge and spin = 7.125 eV



# 2
# C37H43NP2PdSb2

C37H43NP2PdSb2 as an isolated structure (ωB97M-V with the def2-TZVPD basis set, the OMol25 dataset).

The geometry in XYZ format:
```
86
Properties=species:S:1:pos:R:3:lowdin_charge:R:1
Pd -0.04 -0.20 -0.21 0.0583
C 3.01 3.02 -0.04 -0.1079
N 2.08 1.96 -0.46 -0.4569
P 2.44 0.30 -0.20 1.0029
C 2.24 -0.45 -1.86 -0.3895
C 2.97 -1.62 -2.13 -0.1134
C 2.89 -2.22 -3.37 -0.0516
C 2.07 -1.68 -4.35 -0.0445
C 1.30 -0.56 -4.08 -0.0478
C 1.37 0.05 -2.84 -0.1069
C 4.23 0.24 0.10 -0.3732
C 5.14 0.43 -0.94 -0.0895
C 6.49 0.43 -0.67 -0.0442
C 6.95 0.22 0.63 -0.0376
C 6.05 0.02 1.66 -0.0508
C 4.68 0.03 1.40 -0.0854
P 0.38 2.14 -0.14 0.9046
C 0.36 2.56 1.64 -0.3621
C 0.64 3.85 2.08 -0.0908
C 0.75 4.11 3.44 -0.0480
C 0.58 3.09 4.36 -0.0507
C 0.31 1.80 3.93 -0.0634
C 0.20 1.53 2.57 -0.1321
C -0.09 3.65 -1.00 -0.3708
C 0.58 4.07 -2.14 -0.0958
C 0.22 5.26 -2.75 -0.0534
C -0.82 6.02 -2.23 -0.0455
C -1.52 5.58 -1.12 -0.0518
C -1.16 4.39 -0.50 -0.1000
H 3.93 2.94 -0.60 0.0863
H 3.24 2.97 1.03 0.0926
H 2.56 3.99 -0.25 0.0806
H 3.65 -2.01 -1.38 0.1079
H 3.48 -3.11 -3.57 0.1243
H 2.05 -2.12 -5.34 0.1236
H 0.67 -0.14 -4.85 0.1205
H 0.82 0.97 -2.68 0.0726
H 4.79 0.59 -1.96 0.1183
H 7.20 0.59 -1.47 0.1201
H 8.01 0.21 0.83 0.1210
H 6.41 -0.15 2.67 0.1184
H 3.98 -0.12 2.21 0.1076
H 0.76 4.66 1.37 0.1090
H 0.96 5.12 3.78 0.1187
H 0.66 3.30 5.42 0.1183
H 0.16 1.01 4.65 0.1131
H -0.01 0.52 2.25 0.0448
H 1.39 3.47 -2.55 0.1032
H 0.75 5.60 -3.63 0.1173
H -1.08 6.96 -2.70 0.1190
H -2.34 6.17 -0.73 0.1178
H -1.71 4.05 0.37 0.1108
C -4.63 0.90 0.02 -0.2805
Sb -2.72 -0.07 0.21 1.3552
C -2.74 -0.82 -1.82 -0.2844
C -3.35 -1.81 1.46 -0.2716
C -3.68 -2.99 0.63 -0.3091
C -4.95 -3.08 0.05 -0.0547
C -5.32 -4.15 -0.74 -0.0598
C -4.40 -5.16 -0.98 -0.0541
C -3.14 -5.10 -0.42 -0.0483
C -2.76 -4.03 0.40 -0.2942
C -1.41 -4.04 1.04 -0.2748
Sb 0.02 -2.77 -0.03 1.3439
C 1.76 -3.67 0.82 -0.2793
C -0.15 -3.82 -1.89 -0.2547
H -5.32 0.19 -0.43 0.0174
H -4.54 1.78 -0.61 0.0109
H -4.99 1.19 1.01 0.0146
H -3.46 -1.63 -1.90 0.0204
H -1.75 -1.18 -2.11 -0.0433
H -3.03 -0.01 -2.48 0.0200
H -4.22 -1.40 1.96 0.0684
H -2.54 -1.97 2.17 0.0412
H -5.68 -2.30 0.28 0.1149
H -6.31 -4.20 -1.16 0.1148
H -4.68 -6.01 -1.60 0.1148
H -2.44 -5.91 -0.58 0.1199
H -0.95 -5.02 0.97 0.0725
H -1.42 -3.72 2.08 0.0651
H 1.81 -4.71 0.50 0.0228
H 1.67 -3.62 1.91 0.0168
H 2.66 -3.15 0.51 -0.0151
H 0.31 -4.80 -1.76 0.0269
H 0.35 -3.30 -2.70 -0.0134
H -1.21 -3.94 -2.13 0.0092
```

## Properties
Total charge = +2
Lowest unoccupied orbital energy (spin up / spin down) = -4.866 / -8.555 eV
Energy = -75675.0561 eV
Frontier orbital gap (spin up / spin down) = 0.2787 / 0.1583 Ha
⟨S²⟩ = 2.020
Energy above the lowest of the compared OMol25 structures with the same formula, charge and spin = 1.810 eV
2S+1 = 3